Entry 1:
Density functional theory data (wB97M-V/def2-TZVPD) for a molecular structure, C21H42BFI2NO9 at a distorted geometry.

## Properties
**Net charge**: -1
**Highest occupied orbital energy**: -4.27 eV
**Max |F|**: 3.887 eV/A
**LUMO energy**: 2.1 eV
**Gap between HOMO and LUMO**: 6.3930 eV
**Molar mass**: 736.18 g mol⁻¹

Cartesian coordinates (Å):
C1 3.818 -3.694 1.281
C2 4.090 -2.143 1.395
C3 3.143 -1.263 0.494
F1 1.826 -1.794 0.725
N1 3.091 0.129 0.852
C4 1.879 0.819 0.613
I1 0.928 1.672 2.393
C5 1.231 0.993 -0.570
C6 1.815 0.385 -1.880
I2 -0.618 2.098 -0.748
C7 4.337 0.919 0.792
B1 5.382 0.586 -0.388
C8 6.740 -0.255 -0.284
O1 5.084 1.148 -1.687
C9 4.982 0.926 2.256
O2 5.835 0.101 2.643
O3 4.547 1.849 3.062
H1 4.673 -4.176 0.726
H2 2.892 -3.979 0.731
H3 3.866 -4.116 2.320
H4 3.980 -1.832 2.470
H5 5.175 -1.978 1.163
H6 3.363 -1.521 -0.580
H7 2.006 -0.717 -1.814
H8 1.011 0.496 -2.665
H9 2.690 0.963 -2.276
H10 4.037 1.997 0.633
H11 7.388 0.058 -1.159
H12 7.349 -0.037 0.629
H13 6.534 -1.346 -0.437
H14 4.853 0.384 -2.249
C10 -4.623 4.167 -7.000
O4 -4.294 2.817 -6.747
C11 -3.958 2.097 -7.925
C12 -2.861 1.081 -7.649
O5 -1.566 1.647 -7.471
C13 -1.340 2.396 -6.277
C14 -1.308 1.560 -5.007
O6 -2.619 1.151 -4.641
C15 -2.653 -0.131 -4.048
H15 -5.596 4.238 -7.497
H16 -4.673 4.686 -6.042
H17 -3.851 4.652 -7.608
H18 -3.626 2.777 -8.719
H19 -4.862 1.574 -8.260
H20 -2.776 0.442 -8.534
H21 -3.119 0.424 -6.818
H22 -2.043 3.225 -6.197
H23 -0.350 2.842 -6.402
H24 -0.911 2.164 -4.184
H25 -0.652 0.695 -5.161
H26 -2.110 -0.862 -4.658
H27 -3.695 -0.447 -3.990
H28 -2.234 -0.096 -3.038
C16 -2.727 -3.486 3.906
O7 -2.045 -2.786 4.923
C17 -1.041 -1.910 4.417
C18 -0.948 -0.646 5.253
O8 -2.028 0.268 5.059
C19 -3.303 -0.114 5.560
C20 -3.404 -0.131 7.078
O9 -2.729 -1.259 7.618
C21 -2.117 -0.995 8.862
H29 -2.078 -4.247 3.462
H30 -3.594 -3.974 4.356
H31 -3.090 -2.800 3.132
H32 -1.248 -1.637 3.376
H33 -0.085 -2.445 4.461
H34 -0.053 -0.106 4.932
H35 -0.809 -0.868 6.312
H36 -3.629 -1.058 5.122
H37 -3.995 0.651 5.194
H38 -4.459 -0.208 7.371
H39 -2.992 0.803 7.476
H40 -1.504 -0.088 8.816
H41 -1.461 -1.833 9.099
H42 -2.874 -0.900 9.649


Entry 2:
Density functional theory data (wB97M-V/def2-TZVPD) for a molecular structure, C36H76BeClN4O8 at a distorted geometry.

## Properties
**Highest occupied orbital energy (alpha / beta)**: -7.79 / -7.79 eV
**2S+1**: 2
**Max |F|**: 9.053 eV/A
**LUMO energy (alpha / beta)**: -0.8 / -3.3 eV
**Gap between HOMO and LUMO (alpha / beta)**: 6.9794 / 4.4885 eV
**Molar mass**: 737.49 g mol⁻¹

Cartesian coordinates (Å):
Be1 -3.629 1.437 -1.003
Cl1 -2.297 -0.796 1.160
O1 -3.193 -1.195 2.170
O2 -2.217 0.547 1.089
O3 -1.056 -1.306 1.483
O4 -2.719 -1.353 -0.112
C1 -1.372 -4.754 -2.835
C2 -0.148 -3.830 -3.046
C3 1.018 -4.648 -3.589
C4 1.039 -5.115 -4.991
C5 0.829 -3.915 -5.965
C6 -0.351 -3.034 -5.504
N1 -0.430 -2.723 -4.040
O5 -1.422 -1.886 -3.642
C7 -0.219 -1.764 -6.294
C8 -1.667 -3.723 -5.936
C9 0.194 -3.275 -1.645
H1 -1.436 -5.489 -3.637
H2 -2.320 -4.217 -2.808
H3 -1.412 -5.265 -1.873
H4 1.928 -4.062 -3.466
H5 1.247 -5.458 -2.897
H6 0.124 -5.707 -4.982
H7 1.933 -5.645 -5.316
H8 0.740 -4.135 -7.029
H9 1.777 -3.391 -5.841
H10 0.635 -1.174 -5.960
H11 -0.043 -1.970 -7.350
H12 -1.112 -1.164 -6.468
H13 -2.547 -3.294 -5.456
H14 -1.917 -3.600 -6.989
H15 -1.669 -4.794 -5.735
H16 0.923 -2.472 -1.750
H17 0.508 -4.023 -0.917
H18 -0.695 -2.801 -1.227
H19 -2.110 -2.550 -3.728
C10 -0.726 2.753 4.268
C11 -1.629 1.873 5.209
C12 -1.342 2.523 6.610
C13 -2.243 2.047 7.683
C14 -3.676 2.247 7.284
C15 -4.032 1.669 5.907
N2 -3.040 2.133 4.982
O6 -3.400 1.970 3.653
C16 -4.131 0.148 6.033
C17 -5.490 2.269 5.643
C18 -1.162 0.417 5.117
H20 -0.802 2.500 3.210
H21 0.326 2.643 4.530
H22 -0.823 3.838 4.294
H23 -0.284 2.384 6.834
H24 -1.518 3.596 6.534
H25 -1.985 2.510 8.635
H26 -2.114 0.970 7.796
H27 -3.865 3.311 7.140
H28 -4.368 1.881 8.043
H29 -4.252 -0.317 5.054
H30 -3.192 -0.214 6.452
H31 -4.920 -0.122 6.734
H32 -6.101 1.752 4.903
H33 -6.147 2.186 6.509
H34 -5.413 3.339 5.453
H35 -0.109 0.450 4.839
H36 -1.701 -0.127 4.341
H37 -1.179 -0.204 6.012
H38 -3.278 1.060 3.375
C19 -3.346 2.982 -4.109
C20 -1.849 2.530 -4.200
C21 -1.079 3.902 -4.192
C22 0.405 3.766 -4.205
C23 0.654 3.187 -2.852
C24 0.016 1.783 -2.610
N3 -1.392 1.719 -3.058
O7 -2.133 0.568 -2.842
C25 0.883 0.680 -3.278
C26 0.144 1.595 -1.050
C27 -1.629 1.802 -5.499
H39 -3.625 3.404 -5.075
H40 -3.609 3.657 -3.295
H41 -4.040 2.144 -4.045
H42 -1.378 4.441 -5.091
H43 -1.404 4.515 -3.352
H44 0.922 4.721 -4.305
H45 0.841 3.040 -4.890
H46 0.325 3.835 -2.040
H47 1.730 3.164 -2.678
H48 0.813 -0.299 -2.803
H49 0.756 0.543 -4.352
H50 1.938 0.950 -3.229
H51 -0.513 2.241 -0.467
H52 -0.150 0.636 -0.623
H53 1.166 1.822 -0.745
H54 -0.652 1.337 -5.367
H55 -1.727 2.437 -6.379
H56 -2.437 1.099 -5.701
H57 -1.771 -0.187 -3.312
C28 2.044 0.988 3.066
C29 3.030 -0.079 2.479
C30 2.700 -0.211 0.970
C31 3.675 -1.031 0.160
C32 5.063 -0.596 0.404
C33 5.525 -0.188 1.837
N4 4.406 0.481 2.567
O8 4.758 0.920 3.883
C34 6.214 -1.370 2.548
C35 6.642 0.939 1.644
C36 2.863 -1.467 3.112
H58 2.162 1.972 2.612
H59 1.891 0.956 4.145
H60 1.055 0.617 2.795
H61 1.656 -0.469 0.796
H62 2.814 0.762 0.492
H63 3.404 -0.700 -0.843
H64 3.448 -2.095 0.223
H65 5.250 0.214 -0.301
H66 5.512 -1.539 0.092
H67 7.109 -1.751 2.055
H68 6.642 -1.026 3.490
H69 5.709 -2.331 2.446
H70 6.199 1.809 1.159
H71 7.115 1.318 2.550
H72 7.433 0.580 0.986
H73 3.603 -2.107 2.631
H74 1.904 -1.906 2.835
H75 3.008 -1.472 4.192
H76 4.991 1.827 3.674


Entry 3:
Density functional theory data (wB97M-V/def2-TZVPD) for a molecular structure, C37H51BrN2P2SV at a distorted geometry.

## Properties
**Net charge**: +2
**Highest occupied orbital energy (alpha / beta)**: -11.80 / -11.81 eV
**2S+1**: 4
**Max |F|**: 5.705 eV/A
**LUMO energy (alpha / beta)**: -6.2 / -8.7 eV
**Gap between HOMO and LUMO (alpha / beta)**: 5.6198 / 3.1157 eV
**Molar mass**: 748.69 g mol⁻¹

Cartesian coordinates (Å):
N1 -6.677 2.857 -4.347
C1 -6.487 3.326 -3.115
C2 -5.275 3.169 -2.436
C3 -4.223 2.472 -3.072
C4 -4.474 1.936 -4.344
C5 -5.700 2.209 -4.964
C6 -2.884 2.384 -2.482
V1 -1.810 0.920 -1.470
P1 5.104 -1.033 -0.646
C7 -1.684 2.079 -3.153
C8 -0.451 2.172 -2.384
C9 0.662 1.328 -2.553
C10 1.670 1.291 -1.586
C11 1.426 1.685 -0.260
C12 0.158 2.235 -0.003
C13 -0.639 2.687 -1.073
Br1 2.490 1.125 1.149
H1 -2.886 2.711 -1.425
H2 -1.658 1.805 -4.195
H3 -5.190 3.619 -1.448
H4 -3.709 1.381 -4.885
H5 -7.330 3.849 -2.657
H6 -5.870 1.892 -5.998
H7 0.751 0.796 -3.501
H8 -1.356 3.495 -0.915
H9 2.673 0.983 -1.856
H10 -0.152 2.446 1.015
P2 -1.774 -1.606 -1.541
C14 5.408 0.734 -0.269
C15 6.728 1.217 -0.867
H11 5.442 0.833 0.825
H12 4.559 1.330 -0.625
H13 6.868 2.281 -0.664
H14 7.568 0.680 -0.418
H15 6.757 1.068 -1.949
C16 3.976 -1.204 -2.058
C17 4.405 -2.449 -2.858
H16 4.058 -0.306 -2.688
H17 2.944 -1.299 -1.692
H18 3.846 -2.531 -3.797
H19 5.471 -2.393 -3.110
H20 4.246 -3.366 -2.276
C18 4.249 -1.779 0.780
C19 5.162 -2.109 1.968
H21 3.783 -2.701 0.398
H22 3.457 -1.077 1.089
H23 4.609 -2.741 2.675
H24 6.053 -2.664 1.644
H25 5.482 -1.210 2.512
C20 -1.447 -2.129 0.215
C21 -1.535 -3.620 0.533
H26 -2.156 -1.562 0.841
H27 -0.439 -1.757 0.461
H28 -2.563 -4.000 0.499
H29 -0.909 -4.233 -0.126
H30 -1.179 -3.791 1.554
C22 -0.386 -2.325 -2.489
C23 -0.577 -2.422 -3.997
H31 -0.186 -3.322 -2.068
H32 0.480 -1.687 -2.258
H33 -1.407 -3.084 -4.264
H34 -0.756 -1.448 -4.465
H35 0.329 -2.843 -4.449
C24 -3.256 -2.578 -2.011
C25 -4.538 -2.195 -1.279
H36 -3.030 -3.640 -1.832
H37 -3.388 -2.477 -3.096
H38 -5.360 -2.838 -1.614
H39 -4.464 -2.333 -0.194
H40 -4.834 -1.158 -1.479
N2 -2.676 1.043 -0.066
S1 -2.013 0.666 4.358
C26 -0.858 -0.598 4.773
C27 0.329 -0.343 5.472
C28 1.211 -1.390 5.761
C29 0.867 -2.701 5.423
C30 -0.339 -2.966 4.767
C31 -1.196 -1.924 4.421
C32 -1.035 2.118 4.247
C33 -1.489 3.308 4.846
C34 -0.736 4.476 4.723
C35 0.473 4.466 4.018
C36 0.929 3.281 3.427
C37 0.169 2.111 3.529
H41 -3.217 0.961 0.796
H42 0.555 0.677 5.768
H43 2.154 -1.167 6.256
H44 1.543 -3.517 5.677
H45 -0.616 -3.993 4.522
H46 -2.125 -2.098 3.879
H47 -2.412 3.271 5.424
H48 -1.096 5.397 5.189
H49 1.065 5.378 3.921
H50 1.860 3.269 2.869
H51 0.477 1.193 3.044


Entry 4:
Density functional theory data (wB97M-V/def2-TZVPD) for a molecular structure, C4H6MgO at a distorted geometry.

## Properties
**Net charge**: +2
**Highest occupied orbital energy**: -18.54 eV
**Max |F|**: 3.999 eV/A
**Relative energy (zero: lowest compared OMol25 entry of this formula, charge and spin)**: 0.00 kJ/mol
**LUMO energy**: -11.5 eV
**Gap between HOMO and LUMO**: 7.0507 eV
**Molar mass**: 94.40 g mol⁻¹

Cartesian coordinates (Å):
C1 1.095 2.402 0.984
C2 -0.196 2.425 0.458
C3 -0.658 1.301 -0.257
C4 0.274 0.246 -0.621
O1 -0.124 -1.008 -0.546
Mg1 0.465 -2.750 -0.637
H1 1.277 1.744 1.838
H2 1.619 3.359 1.048
H3 -0.638 3.390 0.202
H4 -1.714 1.026 -0.184
H5 0.482 0.631 -1.666
H6 1.304 0.635 0.046


Entry 5:
Density functional theory data (wB97M-V/def2-TZVPD) for a molecular structure, C31H24BrN5O7ReS2.

## Properties
**Highest occupied orbital energy (alpha / beta)**: -7.90 / -8.28 eV
**2S+1**: 4
**Max |F|**: 0.650 eV/A
**LUMO energy (alpha / beta)**: -0.3 / -1.2 eV
**Gap between HOMO and LUMO (alpha / beta)**: 7.6311 / 7.1228 eV
**Molar mass**: 908.81 g mol⁻¹

Cartesian coordinates (Å):
Re1 -0.364 -0.146 -0.176
C1 3.130 2.133 1.546
O1 2.653 3.378 1.040
C2 1.314 3.612 1.093
C3 0.933 4.863 1.544
C4 -0.399 5.253 1.598
C5 -1.365 4.365 1.195
C6 -1.019 3.085 0.732
C7 -2.102 2.276 0.255
N1 -2.000 1.063 -0.173
N2 -3.182 0.487 -0.622
C8 -3.031 -0.793 -0.796
O2 -1.901 -1.398 -0.577
C9 -4.167 -1.611 -1.263
C10 -4.008 -2.985 -1.413
C11 -5.068 -3.757 -1.861
C12 -6.285 -3.163 -2.162
C13 -6.444 -1.791 -2.014
C14 -5.389 -1.015 -1.565
C15 0.340 2.674 0.664
O3 0.733 1.517 0.170
H1 4.170 2.297 1.823
H2 3.062 1.361 0.788
H3 2.564 1.830 2.431
H4 1.723 5.532 1.862
H5 -0.664 6.238 1.958
H6 -2.413 4.639 1.223
H7 -3.095 2.712 0.227
H8 -3.053 -3.437 -1.181
H9 -4.942 -4.826 -1.977
H10 -7.111 -3.768 -2.514
H11 -7.393 -1.325 -2.247
H12 -5.502 0.054 -1.444
O4 0.321 -2.986 -4.857
C16 0.663 -3.848 -3.887
C17 0.932 -5.163 -4.270
C18 1.292 -6.107 -3.331
C19 1.391 -5.768 -1.984
C20 1.125 -4.471 -1.596
C21 0.761 -3.496 -2.529
C22 0.489 -2.135 -2.051
O5 0.607 -1.886 -0.793
N3 0.163 -1.205 -2.916
N4 -0.028 0.022 -2.292
C23 0.047 1.024 -3.099
S1 0.312 0.774 -4.804
C24 0.453 2.540 -5.193
C25 -0.436 3.306 -4.233
S2 -0.096 2.682 -2.567
H13 0.152 -2.107 -4.444
H14 0.849 -5.415 -5.319
H15 1.497 -7.121 -3.649
H16 1.670 -6.511 -1.249
H17 1.186 -4.177 -0.557
H18 0.137 2.676 -6.227
H19 1.492 2.851 -5.094
H20 -1.489 3.170 -4.477
H21 -0.203 4.371 -4.235
Br1 3.610 -0.726 -0.882
C26 3.044 -1.256 0.848
C27 3.901 -1.989 1.653
C28 3.436 -2.374 2.901
C29 2.152 -2.022 3.288
C30 1.385 -1.287 2.397
N5 1.832 -0.901 1.210
C31 -0.038 -0.899 2.744
O6 -0.444 -1.030 3.873
O7 -0.743 -0.400 1.761
H22 4.890 -2.249 1.305
H23 4.072 -2.951 3.559
H24 1.724 -2.296 4.241


Entry 6:
Density functional theory data (wB97M-V/def2-TZVPD) for a single C2H5NO molecule at a distorted geometry.

## Properties
**Highest occupied orbital energy**: -9.50 eV
**SMILES**: C/C=N\O
**Max |F|**: 5.541 eV/A
**Relative energy (zero: lowest compared OMol25 entry of this formula, charge and spin)**: 393.63 kJ/mol
**LUMO energy**: 0.9 eV
**Gap between HOMO and LUMO**: 10.4390 eV
**Molar mass**: 59.07 g mol⁻¹

Cartesian coordinates (Å):
C1 -1.506 -0.514 -0.057
C2 -0.516 0.800 -0.098
H1 -1.134 -1.457 -0.561
H2 -1.344 -0.732 1.116
H3 -2.499 -0.261 0.129
H4 -0.663 1.991 -0.016
H5 2.274 -0.477 0.198
N1 0.787 0.644 0.055
O1 1.248 -0.661 -0.040


Entry 7:
Density functional theory data (wB97M-V/def2-TZVPD) for 4 unconnected molecules or ions with the total composition C23H51ClI2NO4S2.

## Properties
**Net charge**: +1
**Highest occupied orbital energy**: -11.85 eV
**Max |F|**: 0.626 eV/A
**Relative energy (zero: lowest compared OMol25 entry of this formula, charge and spin)**: 0.00 kJ/mol
**LUMO energy**: -4.2 eV
**Gap between HOMO and LUMO**: 7.6485 eV
**Molar mass**: 759.06 g mol⁻¹

Cartesian coordinates (Å):
C1 1.909 -3.521 1.787
C2 2.945 -2.457 1.437
O1 2.662 -1.893 0.150
C3 2.563 -0.510 0.045
C4 1.401 -0.082 -0.886
S1 0.924 -1.393 -2.075
C5 1.764 1.163 -1.692
N1 1.328 2.327 -0.846
Cl1 2.688 2.871 0.147
C6 -0.046 1.893 -0.143
C7 -1.013 2.355 -1.300
C8 -2.388 1.715 -1.698
C9 -3.122 0.726 -0.780
C10 -3.377 2.801 -2.161
C11 -0.102 2.754 1.156
I1 0.997 1.973 2.869
C12 -1.390 3.298 1.795
C13 -2.496 2.328 2.210
I2 -2.120 5.066 0.786
C14 0.050 0.329 -0.200
S2 -0.197 -0.771 1.215
H1 2.268 -4.522 1.553
H2 1.607 -3.485 2.831
H3 1.030 -3.356 1.164
H4 3.945 -2.890 1.374
H5 2.991 -1.664 2.188
H6 3.491 -0.102 -0.376
H7 2.426 -0.050 1.031
H8 2.042 -2.119 -2.042
H9 2.834 1.265 -1.847
H10 1.265 1.200 -2.655
H11 1.143 3.168 -1.394
H12 -1.140 3.433 -1.191
H13 -0.420 2.230 -2.208
H14 -2.171 1.156 -2.614
H15 -3.604 -0.034 -1.396
H16 -2.499 0.197 -0.068
H17 -3.915 1.220 -0.219
H18 -2.870 3.666 -2.591
H19 -4.032 2.392 -2.931
H20 -4.008 3.143 -1.343
H21 0.474 3.648 0.920
H22 -1.030 3.790 2.693
H23 -2.620 2.371 3.292
H24 -3.457 2.586 1.773
H25 -2.248 1.304 1.947
H26 -0.711 0.025 -0.915
H27 -1.512 -0.604 1.358
C15 -2.077 -3.949 -1.347
C16 -2.068 -4.095 -2.861
C17 -0.784 -4.740 -3.347
O2 -2.253 -2.822 -3.492
H28 -1.239 -3.318 -1.028
H29 -3.006 -3.484 -1.013
H30 -1.970 -4.916 -0.856
H31 -2.926 -4.690 -3.176
H32 0.065 -4.115 -3.057
H33 -0.778 -4.838 -4.433
H34 -0.641 -5.723 -2.898
H35 -1.491 -2.284 -3.254
C18 0.994 7.553 3.605
C19 -0.328 8.159 4.052
C20 -1.096 7.227 4.974
O3 -1.122 8.523 2.924
H36 0.810 6.627 3.048
H37 1.529 8.241 2.951
H38 1.631 7.315 4.459
H39 -0.136 9.101 4.568
H40 -1.332 6.294 4.450
H41 -2.035 7.684 5.286
H42 -0.516 6.980 5.864
H43 -1.311 7.712 2.442
C21 2.311 -7.865 -2.177
C22 2.070 -6.446 -1.696
C23 3.291 -5.801 -1.059
O4 0.963 -6.393 -0.792
H44 2.576 -8.509 -1.334
H45 1.411 -8.268 -2.640
H46 3.124 -7.905 -2.903
H47 1.760 -5.819 -2.535
H48 3.618 -6.355 -0.174
H49 3.007 -4.794 -0.748
H50 4.131 -5.738 -1.751
H51 1.172 -6.950 -0.035


Entry 8:
Density functional theory data (wB97M-V/def2-TZVPD) for 2 unconnected molecules or ions with the total composition C4H12 at a distorted geometry.

## Properties
**Highest occupied orbital energy**: -11.41 eV
**SMILES**: CC.CC
**Max |F|**: 6.220 eV/A
**Relative energy (zero: lowest compared OMol25 entry of this formula, charge and spin)**: 133.84 kJ/mol
**LUMO energy**: 1.1 eV
**Gap between HOMO and LUMO**: 12.5339 eV
**Molar mass**: 60.14 g mol⁻¹

Cartesian coordinates (Å):
C1 1.309 -0.779 -1.225
C2 1.110 -2.305 -1.439
H1 0.424 -0.122 -1.680
H2 1.437 -0.486 -0.200
H3 2.180 -0.436 -1.794
H4 1.989 -2.879 -1.470
H5 0.536 -2.756 -2.169
H6 0.735 -2.858 -0.485
C3 -0.624 2.037 1.133
C4 -1.825 1.123 1.578
H7 0.075 1.502 0.419
H8 -1.086 2.849 0.568
H9 -0.094 2.412 1.866
H10 -1.886 0.173 0.885
H11 -2.642 1.800 1.438
H12 -1.639 0.724 2.575